Formula: C32H59F6GaN4O6
Source: OMol25
Level of theory: ωB97M-V with the def2-TZVPD basis set

ORCA input file:
```
! wB97M-V def2-TZVPD RIJCOSX def2/J DEFGRID3
* xyz -1 4
H -1.878 7.565 1.630
F -7.773 -9.478 1.988
F -1.955 -10.682 1.769
H -0.989 -0.812 -1.389
C 3.582 -3.626 -3.307
C 1.073 -5.587 -6.599
H -0.040 11.130 4.329
C -3.597 -3.916 0.305
H 3.056 2.305 0.580
H 1.443 -4.414 -1.779
F -8.404 -7.708 3.039
H 0.765 -0.676 -1.360
N 1.514 -4.467 -4.474
O -3.104 -2.854 0.546
H 3.674 -5.716 -5.272
H 2.753 9.058 2.807
C 2.340 -2.024 -5.730
C 2.093 -3.401 -3.589
C 2.175 2.801 0.975
H 0.025 -5.305 -6.576
C -1.650 -9.391 1.847
H -5.974 -7.376 -0.344
H 2.230 2.777 2.064
H -1.995 1.059 0.587
C 2.018 9.793 3.125
C -7.386 -8.218 2.353
H 3.884 -2.942 -2.514
H 1.913 7.701 1.618
H 0.782 -1.841 -4.258
H 0.939 7.984 5.865
C 0.994 9.237 4.124
H -5.498 -8.663 0.770
C 1.952 -4.548 -5.911
F -0.753 -9.136 0.867
C 0.012 7.324 2.675
H -1.899 -6.964 0.937
H 0.800 6.610 0.819
C -1.358 6.823 2.236
O -7.105 -7.449 1.340
H -0.075 6.040 4.391
H 0.476 8.346 0.818
C -0.293 2.950 1.038
H 4.123 -4.172 -6.005
C 1.913 6.855 4.318
F -0.966 -9.218 3.006
H 2.564 10.608 3.601
O 2.052 0.198 1.064
H -0.009 4.004 1.066
H 1.839 1.733 -1.391
H 2.141 -3.185 -7.554
C -0.190 -0.214 0.508
H 1.068 -1.992 0.642
C 1.358 -3.437 -2.257
C 0.468 10.398 4.960
C 0.867 2.102 -1.048
H 0.193 -1.601 2.122
C 0.862 7.520 1.417
F -6.366 -8.409 3.214
H 2.174 3.843 0.646
C -2.601 -7.218 1.741
H -0.230 10.063 5.720
Ga -4.405 -6.329 1.464
H 0.891 5.407 3.064
H -1.218 1.646 -1.443
H -2.256 -0.659 0.828
H 3.543 -5.482 -7.014
H 1.398 -5.678 -7.637
H 4.227 -3.440 -4.160
H -4.927 -5.540 2.742
N -4.084 -4.971 0.028
H -1.192 2.878 0.432
H 0.763 3.128 -1.415
H -2.159 -6.911 2.697
C 0.130 -1.606 1.033
H 0.303 -3.204 -2.362
C 1.856 -2.053 -4.282
H 1.317 10.884 5.444
H 2.725 6.976 3.596
H 1.819 -2.696 -1.600
H -0.538 2.643 2.054
O 0.266 -4.676 -4.292
H 3.753 -4.645 -2.958
C -0.232 1.207 -1.616
C 0.888 2.143 0.485
C 1.624 8.173 5.033
H 2.057 -1.073 -6.186
H 1.523 10.193 2.240
H -0.114 1.146 -2.701
H -1.545 0.307 2.120
C 0.662 6.314 3.630
O -1.279 8.664 4.094
H -1.991 6.573 3.082
C 3.414 -4.996 -6.047
H 2.265 6.123 5.046
H 2.351 -1.275 -3.692
N 0.889 0.723 0.977
O -2.748 -8.679 1.771
C -1.574 0.164 1.038
H -0.683 -2.272 0.741
H -1.209 5.925 1.634
H 2.541 8.590 5.458
C 1.730 -3.166 -6.539
C -0.161 -0.200 -1.024
N -0.185 8.605 3.435
H 3.433 -2.064 -5.769
H 1.173 -6.559 -6.114
H 0.652 -3.002 -6.630
C -5.778 -7.605 0.709
*
```

Results
* Kohn-Sham gap (spin up / spin down): 7.84 / 7.77 eV
* total energy: -4449.11919 Ha
* lowest unoccupied orbital energy (spin up / spin down): 1.7611 / 1.6989 eV

Results of the Löwdin charge analysis, in e, for atoms 1 through 8: 0.09 0.11 0.16 0.13 -0.03 -0.05 0.09 -0.52